The following is a DFT calculation (the ωB97M-V functional and the def2-TZVPD basis) of an isolated molecule of C3H4N2OS.

Properties
E: -19033.723 eV
2S+1: 1
charge: 0
E_HOMO (spin up / spin down): -8.24 / -8.24 eV

Geometry (Å):
C1 1.164 -1.770 -1.127
C2 -0.033 0.081 -0.089
C3 -0.330 -1.151 0.895
N1 0.803 -0.475 -1.174
N2 0.174 -2.371 0.615
O1 -1.193 -2.125 0.373
S1 2.185 -2.618 -1.918
H1 -0.973 0.540 -0.178
H2 0.552 0.642 0.578
H3 -0.551 -0.854 1.949
H4 0.968 0.024 -2.065

The following is a DFT calculation (the ωB97M-V functional and the def2-TZVPD basis) of C3H4N2OS2 as an isolated structure.

Properties
E: -29868.783 eV
2S+1: 1
charge: 0
E_HOMO: -8.76 eV

Geometry (Å):
C1 -0.956 0.464 0.174
C2 2.359 -1.334 -0.080
C3 -1.758 -0.731 -0.015
H1 -0.855 3.336 -0.238
H2 2.980 -0.307 -0.218
H3 2.684 -2.376 0.486
H4 -1.032 -1.531 -0.022
N1 -1.410 1.617 0.100
N2 1.052 -1.168 0.084
O1 -0.444 2.533 -0.011
S1 0.765 0.386 -0.169
S2 -3.384 -0.892 -0.092

The following is a DFT calculation (the ωB97M-V functional and the def2-TZVPD basis) of an isolated molecule of C3H4N2S.

Properties
E: -16988.363 eV
2S+1: 1
charge: 0
structure (SMILES): N#C[C@]1(N)CS1
E_HOMO: -9.27 eV

Geometry (Å):
N1 -2.414 0.359 -1.212
C1 -1.446 0.132 -0.644
C2 -0.302 -0.175 0.102
N2 -0.256 -0.520 1.444
C3 0.952 0.748 -0.624
S1 0.956 -1.009 -1.213
H1 -1.027 -1.028 1.886
H2 0.577 -0.914 1.648
H3 1.696 0.972 0.066
H4 1.264 1.435 -1.452

The following is a DFT calculation (the ωB97M-V functional and the def2-TZVPD basis) of a 2-piece molecular cluster, C3H4N2S overall.

Properties
E: -16988.954 eV
2S+1: 1
charge: 0
structure (SMILES): C=C=N.N=C=S
E_HOMO: -8.91 eV

Geometry (Å):
C1 1.664 0.936 -1.995
C2 1.199 0.197 -1.010
N1 0.851 -0.546 -0.111
H1 1.130 1.835 -2.061
H2 2.211 0.649 -2.870
H3 1.287 -0.540 0.820
N2 -1.961 -1.216 2.361
C3 -1.932 -0.314 1.579
S1 -1.952 0.959 0.734
H4 -2.497 -1.959 2.552

The following is a DFT calculation (the ωB97M-V functional and the def2-TZVPD basis) of an isolated molecule of C3H4N2S.

Properties
E: -16990.435 eV
2S+1: 1
charge: 0
structure (SMILES): Sc1cc[nH]n1
E_HOMO: -8.64 eV

Geometry (Å):
S1 -1.083 2.151 1.045
C1 -0.304 0.642 0.411
C2 -0.970 -0.394 -0.307
C3 0.024 -1.215 -0.665
N1 1.202 -0.661 -0.285
N2 0.976 0.519 0.318
H1 0.147 2.650 1.291
H2 -2.040 -0.474 -0.479
H3 -0.077 -2.157 -1.144
H4 2.125 -1.061 -0.185

The following is a DFT calculation (the ωB97M-V functional and the def2-TZVPD basis) of an isolated molecule of C3H4N2S.

Properties
E: -16990.440 eV
2S+1: 1
charge: 0
structure (SMILES): Sn1ccnc1
E_HOMO: -9.23 eV

Geometry (Å):
S1 1.051 1.148 -1.732
N1 0.283 0.394 -0.387
C1 -0.654 -0.659 -0.491
C2 -1.027 -0.834 0.810
N2 -0.391 0.041 1.677
C3 0.384 0.768 0.906
H1 2.106 0.279 -1.839
H2 -1.063 -1.110 -1.392
H3 -1.712 -1.600 1.169
H4 1.024 1.573 1.280